[1]
122
Properties=species:S:1:pos:R:3 method="wB97M-V/def2-TZVPD" charge=-1 lumo_energy_ev="2.47 / 2.46" de_lowest_ev=2.421 mol_weight_g_mol=860.76 multiplicity=3 homo_ev="-3.630 / -4.059"
Ni -1.679 1.350 -0.771
C -1.473 -1.798 -2.721
Si -1.520 -0.944 -0.949
C -0.591 -2.059 0.467
C -1.302 -3.035 1.168
C -0.817 -3.636 2.334
C 0.335 -3.182 2.917
C 1.066 -2.167 2.266
C 0.682 -1.701 1.035
P 1.817 -0.888 -0.198
C 3.475 -0.892 0.665
C 4.174 -2.222 0.858
C 5.496 -2.034 1.673
C 6.435 -0.967 1.036
C 5.827 -0.503 -0.320
C 4.471 0.057 -0.152
C 1.868 -2.326 -1.379
C 1.987 -3.781 -0.864
C 2.769 -4.627 -1.915
C 2.133 -4.281 -3.287
C 2.826 -2.953 -3.721
C 2.875 -1.953 -2.442
C -3.496 -1.420 -0.842
C -3.958 -2.530 -1.517
C -5.333 -2.804 -1.651
C -6.244 -2.013 -0.965
C -5.793 -0.955 -0.185
C -4.397 -0.637 -0.119
P -3.650 0.866 0.667
C -5.039 2.109 0.764
C -5.837 2.299 2.036
C -5.150 3.107 3.150
C -4.498 4.424 2.581
C -3.752 4.126 1.330
C -4.614 3.476 0.280
C -3.178 0.116 2.337
C -4.215 -0.308 3.397
C -3.669 -1.281 4.482
C -2.393 -0.723 5.085
C -1.399 -0.155 4.011
C -2.072 0.847 3.084
H -1.322 -2.872 -2.782
H -0.592 -1.378 -3.231
H -2.298 -1.543 -3.362
H -2.283 -3.426 0.747
H -1.369 -4.455 2.808
H 0.807 -3.692 3.743
H 2.009 -1.869 2.792
H 3.214 -0.374 1.604
H 4.337 -2.636 -0.104
H 3.666 -3.003 1.439
H 6.044 -3.007 1.688
H 5.191 -1.833 2.760
H 7.447 -1.316 1.068
H 6.352 -0.104 1.647
H 5.823 -1.339 -1.028
H 6.506 0.227 -0.726
H 4.061 0.264 -1.143
H 4.558 1.042 0.415
H 0.849 -2.279 -1.863
H 0.986 -4.216 -0.758
H 2.389 -3.889 0.088
H 2.667 -5.675 -1.883
H 3.827 -4.327 -1.921
H 1.090 -4.083 -3.057
H 2.168 -5.014 -4.082
H 2.272 -2.484 -4.543
H 3.869 -3.217 -4.096
H 2.711 -0.965 -2.896
H 3.922 -1.903 -2.086
H -3.260 -3.259 -1.911
H -5.700 -3.645 -2.223
H -7.270 -2.260 -0.961
H -6.554 -0.376 0.374
H -5.742 1.729 0.035
H -6.066 1.344 2.469
H -6.811 2.701 1.694
H -4.360 2.452 3.481
H -5.824 3.117 4.022
H -3.751 4.892 3.264
H -5.240 5.205 2.388
H -2.940 3.415 1.547
H -3.225 5.010 0.914
H -4.048 3.479 -0.693
H -5.551 4.008 0.106
H -2.692 -0.753 1.925
H -5.058 -0.734 2.906
H -4.530 0.625 3.879
H -3.484 -2.309 4.101
H -4.406 -1.452 5.269
H -1.740 -1.478 5.623
H -2.653 0.070 5.847
H -1.000 -0.964 3.442
H -0.534 0.289 4.605
H -1.329 1.313 2.412
H -2.385 1.633 3.740
O 1.594 1.608 1.767
H 1.203 1.117 2.472
H 0.835 1.696 1.182
S -1.354 2.991 -2.022
C 1.955 5.242 -3.542
C 3.411 5.073 -3.467
As 4.096 3.230 -3.026
C 2.705 2.829 -1.704
C 2.615 3.738 -0.507
C 3.386 2.383 -4.645
C 3.421 0.913 -4.379
H 1.788 6.341 -3.733
H 1.409 5.036 -2.652
H 1.471 4.663 -4.336
H 3.832 5.712 -2.689
H 3.944 5.316 -4.418
H 2.812 1.782 -1.456
H 1.714 2.711 -2.169
H 1.708 3.500 0.069
H 3.426 3.725 0.214
H 2.508 4.758 -0.791
H 3.923 2.654 -5.584
H 2.366 2.683 -4.822
H 4.454 0.582 -4.166
H 3.034 0.348 -5.241
H 2.828 0.683 -3.476

=====

[2]
137
Properties=species:S:1:pos:R:3 method="wB97M-V/def2-TZVPD" charge=+5 lumo_energy_ev=-9.62 de_lowest_ev=0.272 mol_weight_g_mol=838.18 homo_ev=-16.483
C 0.134 0.176 0.764
O 0.794 1.080 0.097
O 0.173 0.142 2.054
O -0.610 -0.706 0.115
C -3.422 6.780 1.205
C -1.938 7.065 1.107
N -1.144 5.808 1.061
C -0.421 5.403 -0.036
C 0.371 4.375 0.358
N 0.149 4.201 1.702
C -0.743 5.091 2.106
C 0.910 3.293 2.587
H -3.988 7.695 1.363
H -3.658 6.105 2.033
H -3.793 6.285 0.305
H -1.584 7.665 1.942
H -1.718 7.586 0.179
H -0.496 5.890 -0.992
H 1.103 3.772 -0.148
H -1.065 5.128 3.134
H 1.590 2.719 1.965
H 0.200 2.593 3.018
H 1.444 3.951 3.268
C 3.278 -0.967 -7.131
C 4.017 -1.206 -5.813
N 3.399 -0.512 -4.678
C 2.141 -0.799 -4.182
C 1.870 0.082 -3.193
N 2.992 0.872 -3.108
C 3.866 0.528 -4.036
C 3.067 2.053 -2.258
H 2.223 -1.220 -7.046
H 3.769 -1.521 -7.925
H 3.327 0.105 -7.328
H 5.082 -0.978 -5.891
H 4.097 -2.270 -5.549
H 1.763 -1.727 -4.567
H 1.058 0.158 -2.474
H 4.820 0.992 -4.231
H 2.342 2.820 -2.508
H 4.058 2.493 -2.372
H 2.965 1.698 -1.233
C -6.107 -0.808 1.709
C -6.486 -0.641 0.247
N -5.766 -1.582 -0.651
C -4.414 -1.684 -0.929
C -4.316 -2.612 -1.898
N -5.567 -3.123 -2.156
C -6.410 -2.493 -1.361
C -5.915 -4.265 -3.025
H -6.501 0.060 2.235
H -5.031 -0.806 1.891
H -6.517 -1.752 2.059
H -6.326 0.358 -0.153
H -7.521 -0.939 0.091
H -3.633 -1.125 -0.427
H -3.457 -2.931 -2.450
H -7.475 -2.657 -1.297
H -6.201 -5.107 -2.403
H -5.030 -4.545 -3.587
H -6.703 -3.950 -3.702
C 7.560 -0.010 1.170
C 6.258 0.641 0.732
N 5.350 0.929 1.850
C 4.008 0.562 1.959
C 3.599 1.040 3.143
N 4.647 1.654 3.775
C 5.708 1.515 2.985
C 4.695 2.210 5.121
H 8.153 0.709 1.739
H 8.181 -0.291 0.322
H 7.397 -0.900 1.778
H 5.726 -0.026 0.052
H 6.468 1.575 0.212
H 3.558 0.021 1.147
H 2.583 1.067 3.509
H 6.700 1.873 3.209
H 5.685 2.165 5.562
H 3.921 1.764 5.740
H 4.423 3.272 5.112
C 4.387 -3.150 -0.260
C 3.165 -2.355 -0.642
N 2.455 -2.960 -1.791
C 1.095 -2.952 -1.951
C 0.808 -3.611 -3.091
N 2.000 -3.998 -3.649
C 2.973 -3.641 -2.823
C 2.165 -4.848 -4.844
H 5.191 -3.143 -1.002
H 4.192 -4.198 -0.031
H 4.884 -2.700 0.604
H 3.458 -1.353 -0.962
H 2.402 -2.304 0.134
H 0.423 -2.469 -1.229
H -0.132 -3.754 -3.584
H 4.025 -3.839 -2.940
H 2.857 -5.642 -4.584
H 2.454 -4.243 -5.698
H 1.205 -5.297 -5.088
C -2.648 -3.188 2.026
C -1.591 -3.959 1.271
N -0.332 -4.001 2.022
C 0.501 -5.095 2.121
C 1.592 -4.703 2.813
N 1.427 -3.356 3.073
C 0.251 -2.965 2.605
C 2.468 -2.467 3.539
H -2.735 -3.596 3.033
H -3.622 -3.235 1.541
H -2.391 -2.129 2.114
H -1.355 -3.541 0.294
H -1.934 -4.984 1.134
H 0.176 -6.099 1.902
H 2.487 -5.238 3.078
H -0.126 -1.938 2.609
H 2.998 -1.968 2.732
H 3.210 -3.090 4.038
H 2.119 -1.746 4.271
C -7.096 3.851 1.470
C -6.121 3.133 2.395
N -4.935 2.577 1.736
C -3.918 1.920 2.397
C -2.925 1.736 1.509
N -3.378 2.207 0.299
C -4.590 2.719 0.461
C -2.543 2.278 -0.896
H -7.727 4.519 2.049
H -7.686 3.168 0.862
H -6.601 4.533 0.764
H -6.709 2.308 2.799
H -5.827 3.819 3.184
H -4.055 1.671 3.435
H -1.921 1.335 1.569
H -5.276 3.116 -0.269
H -2.867 3.097 -1.537
H -2.459 1.315 -1.386
H -1.537 2.588 -0.604

=====

[3]
150
Properties=species:S:1:pos:R:3 method="wB97M-V/def2-TZVPD" charge=+1 lumo_energy_ev=-5.59 mol_weight_g_mol=1098.23 homo_ev=-10.564
S 5.331 -2.232 0.800
C 4.236 -2.490 -0.519
S 4.666 -1.683 -2.154
C 4.854 -2.929 -3.540
C 6.328 -3.718 -3.533
C 6.352 -4.606 -2.155
C 6.981 -6.144 -2.372
C 6.353 -6.959 -3.583
C 6.931 -8.467 -3.752
C 8.020 -8.746 -2.602
N 8.424 -7.742 -1.618
N 8.013 -6.478 -1.402
N 3.011 -3.322 -0.213
C 2.024 -4.059 -1.092
C 0.928 -4.787 -0.066
N 1.269 -4.455 1.370
C 2.515 -3.578 1.195
H 4.842 -2.316 -4.560
H 3.958 -3.681 -3.586
H 7.183 -2.887 -3.584
H 6.426 -4.334 -4.525
H 5.211 -4.775 -1.851
H 6.954 -3.998 -1.347
H 5.541 -6.492 -4.281
H 6.586 -9.243 -4.549
H 8.510 -9.822 -2.567
H 9.182 -8.049 -0.932
H 2.049 -4.110 -2.261
H -0.013 -5.440 -0.309
H 2.975 -3.210 2.230
C -4.459 -5.720 -4.724
C -3.055 -6.214 -5.028
O -2.330 -6.495 -3.824
C -2.694 -7.623 -3.167
O -3.567 -8.410 -3.510
O -1.937 -7.723 -2.044
C -2.299 -8.818 -1.204
H -4.427 -4.855 -4.055
H -4.980 -5.441 -5.643
H -5.053 -6.487 -4.216
H -2.505 -5.424 -5.549
H -3.065 -7.089 -5.687
H -2.278 -9.764 -1.754
H -3.290 -8.643 -0.772
H -1.572 -8.877 -0.390
C 12.628 -13.814 -5.739
C 12.186 -12.369 -5.573
O 11.126 -12.256 -4.616
C 11.486 -12.401 -3.318
O 12.617 -12.610 -2.900
O 10.368 -12.297 -2.553
C 10.598 -12.540 -1.166
H 11.776 -14.450 -5.996
H 13.387 -13.900 -6.521
H 13.049 -14.213 -4.810
H 11.790 -12.007 -6.527
H 13.023 -11.716 -5.303
H 11.381 -11.885 -0.773
H 10.858 -13.592 -1.012
H 9.670 -12.330 -0.626
C 2.405 -7.393 2.058
C 3.810 -7.887 1.754
O 4.534 -8.168 2.957
C 4.170 -9.296 3.614
O 3.297 -10.082 3.272
O 4.927 -9.396 4.738
C 4.565 -10.491 5.577
H 2.438 -6.528 2.727
H 1.884 -7.114 1.138
H 1.811 -8.160 2.565
H 4.360 -7.097 1.232
H 3.799 -8.762 1.095
H 4.587 -11.437 5.028
H 3.575 -10.316 6.009
H 5.293 -10.549 6.392
C -1.559 -2.077 0.885
C -0.553 -1.077 0.339
O -0.938 -0.607 -0.958
C -1.974 0.267 -0.985
O -2.592 0.685 -0.015
O -2.227 0.585 -2.281
C -3.371 1.420 -2.453
H -1.706 -2.900 0.179
H -1.223 -2.483 1.842
H -2.541 -1.616 1.038
H 0.414 -1.575 0.220
H -0.401 -0.237 1.026
H -3.292 2.332 -1.854
H -4.278 0.864 -2.195
H -3.428 1.705 -3.507
C -7.636 4.817 2.194
C -6.510 5.719 2.672
O -5.298 4.980 2.867
C -4.651 4.600 1.738
O -5.003 4.834 0.590
O -3.551 3.890 2.098
C -2.838 3.338 0.992
H -7.775 3.978 2.882
H -8.573 5.375 2.116
H -7.414 4.385 1.213
H -6.780 6.142 3.644
H -6.344 6.560 1.989
H -2.562 4.113 0.271
H -3.440 2.560 0.514
H -1.920 2.881 1.374
C -3.316 9.505 0.157
C -3.331 10.431 1.362
O -4.278 11.492 1.192
C -5.582 11.144 1.316
O -6.011 10.025 1.562
O -6.339 12.250 1.097
C -7.743 11.992 1.093
H -3.135 10.072 -0.761
H -2.543 8.740 0.264
H -4.279 8.999 0.028
H -2.347 10.900 1.463
H -3.525 9.885 2.292
H -8.059 11.501 2.018
H -8.006 11.385 0.222
H -8.264 12.951 1.017
C 2.590 7.110 2.620
C 1.717 8.134 3.326
O 0.367 8.084 2.848
C -0.366 7.022 3.262
O 0.016 6.123 4.000
O -1.599 7.111 2.698
C -2.437 5.989 2.972
H 2.536 7.240 1.535
H 3.632 7.202 2.940
H 2.260 6.087 2.831
H 2.093 9.137 3.103
H 1.746 8.013 4.414
H -2.531 5.817 4.049
H -2.043 5.101 2.470
H -3.431 6.202 2.570
C -8.268 17.571 2.856
C -9.055 17.641 1.558
O -10.068 16.629 1.508
C -11.151 16.838 2.294
O -11.338 17.803 3.025
O -11.990 15.780 2.153
C -13.126 15.830 3.015
H -7.852 16.570 3.000
H -7.454 18.300 2.856
H -8.906 17.774 3.723
H -8.377 17.450 0.720
H -9.492 18.633 1.400
H -13.680 16.765 2.889
H -12.808 15.704 4.054
H -13.788 15.000 2.753

=====

Let's list strongest force on any atom in order: 0.05372 0.03362 0.16728 Eh/bohr.